1.
24
Properties=species:S:1:pos:R:3:mulliken_charge:R:1 method="wB97M-V/def2-TZVPD" total_charge=0 energy_ha=-575.6977 gap_ha=0.345
C 3.5129 -2.0656 -0.0826 -1.03
C 2.3491 -1.1712 -0.6775 -0.03
C 2.7070 0.3977 -0.5803 -0.69
C 1.4529 1.2236 -0.9640 -0.80
C 0.1026 0.7346 -0.2176 0.46
C -0.4636 1.5802 0.6850 -0.54
C -1.8472 1.1382 0.9538 0.88
C -2.6002 0.2491 0.2264 -1.07
C -1.7256 -0.8355 -0.3542 0.69
H 3.9361 -1.7308 0.9708 0.26
H 3.2264 -3.2922 0.0709 0.26
H 4.5432 -2.0821 -0.6922 0.29
H 1.8623 -1.4528 -1.7233 0.26
H 1.2130 -1.1003 0.0967 0.12
H 3.0803 0.5907 0.4410 0.34
H 3.5763 0.5093 -1.3411 0.34
H 1.8124 2.2364 -0.8500 0.36
H 1.2274 1.0537 -2.0136 0.38
H 0.2544 2.3665 1.2180 0.26
H -3.2416 1.0316 2.1479 0.29
H -3.4093 -0.2107 0.7622 0.29
O -2.4552 1.5983 2.1971 -0.47
O -1.9380 -1.9117 -0.7095 -0.51
O -0.4828 -0.3648 -0.6153 -0.34

2.
27
Properties=species:S:1:pos:R:3:mulliken_charge:R:1 method="wB97M-V/def2-TZVPD" total_charge=0 energy_ha=-1447.2035 gap_ha=0.348
C -3.5721 -1.9302 1.2951 -0.39
C -2.5869 -1.0019 0.8755 1.12
C -4.5640 -2.5578 1.6270 -0.73
C -1.8665 -0.0887 0.5141 -0.80
C 1.5537 -1.2884 -1.6309 -1.21
C -0.8556 1.7168 1.8141 -1.22
C 0.5431 -0.2236 -1.4119 -0.21
C 0.6528 0.2899 0.0965 -0.57
C -0.6871 0.9865 0.4681 0.56
O -5.9396 -1.4643 -0.8468 -0.41
O -6.0555 0.7720 0.1042 -0.32
O -3.9061 1.8263 1.0109 -0.52
O -4.1769 0.2397 -0.9149 -0.20
S -5.8482 -0.1012 -1.2447 0.56
S -4.4716 0.5287 0.6768 0.62
H -5.0134 -3.3445 2.2016 0.40
H 1.2999 -2.3536 -1.3208 0.28
H 1.7400 -1.3622 -2.7959 0.30
H 2.6059 -1.1699 -1.1810 0.29
H -0.6509 0.9344 2.6006 0.30
H -1.8118 2.2982 1.9217 0.34
H -0.0418 2.5523 1.8287 0.32
H 0.7266 0.5800 -2.1232 0.34
H -0.3949 -0.6882 -1.6603 0.23
H 1.5176 0.9879 0.0971 0.36
H 0.6234 -0.4748 0.9303 0.29
H -1.2054 1.5713 -0.3054 0.27

3.
36
Properties=species:S:1:pos:R:3:mulliken_charge:R:1 method="wB97M-V/def2-TZVPD" total_charge=+1 energy_ha=-1377.4517 gap_ha=0.201
Ba 1.3180 3.5561 -0.8800 1.76
B 3.5000 0.3580 -1.8451 -0.05
H 3.2525 1.0486 -2.6363 -0.27
H 4.3824 0.7220 -1.3420 -0.06
H 2.7719 0.2011 -1.0645 -0.23
H 3.7148 -0.6081 -2.2750 -0.15
C -4.7185 1.0752 -5.6250 -0.43
C -3.3125 0.3598 -5.8098 0.27
O -2.6755 0.9566 -4.7014 -0.28
C -3.1838 2.1491 -4.3370 0.69
O -2.6139 2.9893 -3.6450 -0.59
O -4.4234 2.2514 -4.9739 -0.32
F -2.6610 0.7437 -6.9157 -0.26
H -5.2009 0.5039 -4.8318 0.30
H -5.3604 1.1904 -6.4984 0.33
H -3.3551 -0.7280 -5.7555 0.28
C -2.1937 -3.3178 1.9567 -0.47
C -3.6066 -3.1112 1.3590 0.38
O -3.3704 -2.0335 0.4587 -0.30
C -2.1242 -1.4700 0.7623 0.66
O -1.7411 -0.4194 0.2707 -0.57
O -1.4874 -2.1911 1.6457 -0.28
F -4.3096 -2.7840 2.3760 -0.27
H -1.6518 -4.1704 1.5474 0.28
H -2.2291 -3.4981 3.0310 0.27
H -4.1723 -3.9717 1.0019 0.31
C 5.3472 0.5336 4.6743 -0.42
C 4.6873 1.1650 5.8197 0.35
O 3.4434 1.4769 5.3097 -0.31
C 3.4215 1.4256 3.9680 0.69
O 2.4242 1.6099 3.2492 -0.61
O 4.6096 0.9967 3.5261 -0.29
F 5.3087 2.2652 6.1944 -0.28
H 5.2226 -0.5489 4.6479 0.29
H 6.4102 0.7746 4.6621 0.30
H 4.5769 0.4993 6.6757 0.28

4.
28
Properties=species:S:1:pos:R:3:mulliken_charge:R:1 method="wB97M-V/def2-TZVPD" total_charge=0 energy_ha=-3552.9107 gap_ha=0.277
B -1.9557 0.9420 0.9008 0.80
C -4.4439 1.9979 -1.0617 -0.15
C -3.0563 1.8422 1.4596 -0.28
C -3.5458 -0.2249 -1.0039 -0.15
C -0.2175 -0.4433 0.9265 1.53
C 0.0180 0.6078 -0.2577 1.29
C -0.6049 -1.8117 0.2859 -1.60
C 0.9412 -0.6097 1.9323 -1.59
C 0.2020 0.1551 -1.7371 -2.02
C 1.0964 1.7374 0.1142 -1.64
N -4.1677 0.7806 -1.3493 -0.04
O -1.2331 0.0735 1.6794 -0.61
O -1.2627 1.3658 -0.1790 -0.27
S -4.2328 2.6006 0.6616 -0.03
Br -4.4168 -1.6642 -0.1945 -0.05
H -4.7767 2.7195 -1.8574 0.36
H 0.2847 -2.2217 -0.1880 0.37
H -1.5308 -1.6530 -0.2081 0.07
H -0.8463 -2.5561 1.0078 0.44
H 1.1216 0.4247 2.4350 0.28
H 2.0196 -0.8238 1.5115 0.25
H 0.6408 -1.2641 2.6531 0.52
H 1.1357 -0.2401 -1.9457 0.46
H 0.0986 1.0740 -2.2996 0.49
H -0.4532 -0.5410 -2.1244 0.42
H 0.8766 2.0160 1.1981 0.31
H 0.8994 2.4231 -0.6655 0.54
H 2.1219 1.3922 0.0375 0.31